C21H28GaN3O2 | the ωB97M-V functional and the def2-TZVPD basis

Its gap between HOMO and LUMO (spin up / spin down) is 6.112 / 6.208 eV. The multiplicity is 1. The calculation puts the total energy at -3056.2320 Eh. Its LUMO energy (spin up / spin down) is -1.748 / -1.612 eV.

```
55
C21H28GaN3O2, DFT the ωB97M-V functional and the def2-TZVPD basis
O -2.34 0.29 0.24
C -3.62 1.03 0.39
C -4.31 0.22 -0.70
H -3.48 2.09 0.09
H -4.14 0.92 1.35
C -2.93 -0.48 -0.85
H -4.63 0.87 -1.53
H -5.06 -0.50 -0.33
C -2.26 -0.16 -2.15
H -2.15 0.93 -2.29
H -2.85 -0.57 -2.98
H -1.25 -0.59 -2.15
C -2.97 -1.97 -0.54
H -3.33 -2.12 0.50
H -1.94 -2.34 -0.62
H -3.60 -2.46 -1.31
Ga 2.48 1.62 0.30
C 0.60 -3.24 2.23
C 1.68 -2.33 2.37
C 1.15 -1.02 2.24
H 2.74 -2.57 2.41
C -0.22 -1.12 1.85
C -0.57 -2.50 1.88
H -1.55 -2.91 1.69
H 0.65 -4.32 2.37
H 1.71 -0.09 2.35
H -0.81 -0.29 1.48
C 3.07 -3.33 -0.61
C 1.68 -3.62 -0.65
C 1.01 -2.40 -0.94
H 1.21 -4.58 -0.46
C 1.97 -1.36 -1.11
C 3.24 -1.93 -0.80
H 4.15 -1.36 -0.64
H 3.87 -4.05 -0.44
H -0.06 -2.23 -0.93
H 1.77 -0.31 -1.36
O 0.07 2.72 -1.21
C -1.30 3.20 -1.54
C -1.41 4.74 -1.38
H -1.99 2.71 -0.81
H -1.57 2.90 -2.58
C -0.20 5.07 -0.47
H -2.32 4.99 -0.84
H -1.42 5.33 -2.31
C 0.55 3.70 -0.27
H -0.54 5.44 0.51
H 0.45 5.82 -0.96
H 0.32 3.30 0.75
H 1.65 3.80 -0.43
N 4.15 0.48 1.50
C 5.12 -0.09 1.87
N 6.24 -0.59 2.26
C 6.51 -1.82 2.63
N 6.79 -2.92 2.97
```



C3HgLiO3 | the ωB97M-V functional and the def2-TZVPD basis

The charge is +3. Its gap between HOMO and LUMO (spin up / spin down) is 5.762 / 5.764 eV. The multiplicity is 1. The calculation puts the total energy at -499.5270 Eh. Its LUMO energy (spin up / spin down) is -17.764 / -17.764 eV.

```
8
C3HgLiO3, DFT the ωB97M-V functional and the def2-TZVPD basis
C -0.82 0.02 -0.44
C -2.07 0.00 0.04
O -3.17 0.01 0.32
O 0.36 0.88 0.02
C 0.48 -0.44 -0.40
O 1.22 -1.32 -0.14
Hg 1.02 2.67 0.10
Li 2.99 -1.83 0.51
```



C23H28AuClN5O5Se | the ωB97M-V functional and the def2-TZVPD basis

The charge is +1. Its gap between HOMO and LUMO is 4.459 eV. The multiplicity is 1. The calculation puts the total energy at -4540.2301 Eh. Its LUMO energy is -5.881 eV.

```
64
C23H28AuClN5O5Se, DFT the ωB97M-V functional and the def2-TZVPD basis
Au -0.52 -1.03 1.28
N -2.22 -0.91 5.60
C -1.62 -0.83 4.40
O -0.52 -1.32 4.18
C -2.40 -0.09 3.32
C -1.52 0.48 2.21
H -1.81 -1.49 6.32
H -3.16 -0.58 5.75
H -2.97 0.71 3.78
H -3.12 -0.81 2.91
H -0.83 1.22 2.61
H -2.15 0.96 1.46
N -3.94 1.62 -1.67
C -3.49 1.10 -2.86
O -3.85 1.55 -3.93
C -2.49 0.00 -2.75
C -2.48 -0.96 -3.88
C -1.69 -2.01 -4.13
C -0.69 -2.70 -3.25
N -0.58 -0.86 -1.63
C -1.53 0.12 -1.82
H -4.70 2.29 -1.73
H -3.87 1.08 -0.83
H -3.17 -0.68 -4.66
H -1.78 -2.44 -5.13
H 0.33 -2.50 -3.60
H -1.43 1.02 -1.22
C 3.08 -1.96 -1.76
C 2.69 -0.77 -2.62
C 3.52 -0.34 -3.65
C 3.16 0.73 -4.44
Cl 4.23 1.26 -5.70
C 1.96 1.39 -4.25
C 1.12 0.97 -3.22
C 1.50 -0.09 -2.43
O 0.72 -0.49 -1.32
C -0.84 -2.29 -1.80
C -0.01 -3.16 -0.84
O 0.37 -4.24 -1.20
O 0.16 -2.70 0.39
H 4.16 -2.09 -1.77
H 2.62 -2.88 -2.14
H 2.74 -1.85 -0.73
H 4.46 -0.85 -3.83
H 1.68 2.22 -4.88
H 0.18 1.48 -3.06
H -0.82 -3.78 -3.31
H -1.88 -2.46 -1.49
C 0.92 2.96 1.17
N 1.17 2.50 2.55
C 1.10 3.26 3.68
C 1.43 2.46 4.72
N 1.70 1.22 4.21
C 2.13 0.04 4.98
C 1.53 1.24 2.88
Se 1.79 -0.17 1.68
H 0.64 4.00 1.21
H 0.12 2.37 0.73
H 1.82 2.84 0.57
H 0.82 4.30 3.65
H 1.51 2.68 5.77
H 2.13 0.31 6.04
H 3.13 -0.25 4.68
H 1.44 -0.77 4.80
```



CH2ClNOP2 | the ωB97M-V functional and the def2-TZVPD basis

Its gap between HOMO and LUMO (spin up / spin down) is 7.832 / 7.831 eV. As for the structure (SMILES): [H]/N=P(=P\[H])\C(=O)Cl. The multiplicity is 1. The calculation puts the total energy at -1312.1296 Eh. Its LUMO energy (spin up / spin down) is -1.152 / -1.152 eV.

```
8
CH2ClNOP2, DFT the ωB97M-V functional and the def2-TZVPD basis
H 0.12 -0.86 -2.13
N 0.95 -0.59 -1.64
P 0.64 -0.22 -0.16
P 2.00 -0.11 1.29
H 1.11 0.99 1.90
C -1.19 0.29 0.03
O -1.73 1.04 -0.70
Cl -1.89 -0.55 1.41
```



C5H10 | the ωB97M-V functional and the def2-TZVPD basis

Its gap between HOMO and LUMO is 10.713 eV. As for the structure (SMILES): CC1(C)CC1. The multiplicity is 1. The calculation puts the total energy at -196.4423 Eh. Its LUMO energy is 1.120 eV.

```
15
C5H10, DFT the ωB97M-V functional and the def2-TZVPD basis
C 1.19 -1.07 0.02
C 0.09 -0.03 -0.16
C -0.05 0.78 -1.44
C -0.22 0.69 1.18
C -1.23 -0.28 0.60
H 2.21 -0.62 0.48
H 1.45 -1.67 -0.95
H 0.85 -1.74 0.92
H -0.31 0.02 -2.20
H 0.82 1.25 -1.79
H -0.89 1.42 -1.31
H -0.69 1.67 1.19
H 0.23 0.58 2.16
H -2.02 0.21 0.09
H -1.41 -1.21 1.21
```



C5H7NO6S2 | the ωB97M-V functional and the def2-TZVPD basis

Its gap between HOMO and LUMO is 8.934 eV. The multiplicity is 1. The calculation puts the total energy at -1497.0857 Eh. Its LUMO energy is -0.317 eV.

```
21
C5H7NO6S2, DFT the ωB97M-V functional and the def2-TZVPD basis
C 1.89 0.69 -1.31
C 1.38 0.01 -0.02
C -0.80 1.60 -1.03
C -0.27 0.73 -2.19
C 0.17 2.02 0.05
N -0.22 -1.50 2.28
O 0.27 -3.91 3.03
O 1.74 -1.09 0.33
O -0.52 -3.09 0.73
O -2.33 -1.31 0.76
O 1.16 0.91 -2.31
O 0.65 0.83 0.78
S 0.61 -2.98 2.01
S -0.89 -1.48 0.70
H -1.18 2.40 -1.55
H -1.68 1.09 -0.46
H -0.40 -0.28 -1.81
H -0.76 0.97 -3.22
H 0.99 2.52 -0.44
H 0.00 2.51 0.97
H 0.20 -0.64 2.72
```



C15H12Cl2F3NO2S2Y | the ωB97M-V functional and the def2-TZVPD basis

The charge is +1. Its gap between HOMO and LUMO is 8.360 eV. The multiplicity is 1. The calculation puts the total energy at -2838.5687 Eh. Its LUMO energy is -4.162 eV.

```
38
C15H12Cl2F3NO2S2Y, DFT the ωB97M-V functional and the def2-TZVPD basis
Y -1.00 0.11 1.02
C 0.51 -2.48 -1.91
C 0.04 -1.41 -2.66
C -1.21 -0.86 -2.39
C -1.99 -1.39 -1.37
C -1.51 -2.46 -0.60
C -0.26 -3.00 -0.87
H 1.47 -2.92 -2.13
H 0.64 -1.02 -3.47
H -1.59 -0.04 -2.99
H -2.98 -1.00 -1.19
H -2.13 -2.87 0.19
H 0.11 -3.83 -0.29
O -4.65 1.81 0.00
S -3.66 1.56 0.98
O -2.29 2.08 0.68
N -3.28 -0.01 1.26
C -3.22 -0.25 2.59
S -2.16 -1.42 3.14
C -3.89 0.80 3.40
C -4.17 0.81 4.75
C -4.75 1.96 5.27
C -5.02 3.07 4.48
C -4.72 3.07 3.12
C -4.16 1.92 2.62
H -3.95 -0.04 5.38
H -5.00 2.00 6.33
H -5.47 3.95 4.92
H -4.92 3.92 2.49
Cl 1.73 -0.95 1.20
C 2.30 0.62 0.55
Cl 1.09 1.35 -0.54
H 3.19 0.43 -0.03
H 2.44 1.30 1.39
F 0.75 0.75 3.73
C -0.08 1.36 2.84
F -1.09 1.89 3.60
F 0.64 2.46 2.40
```



F3OS | the ωB97M-V functional and the def2-TZVPD basis

The charge is +1. Its gap between HOMO and LUMO (spin up / spin down) is 10.935 / 8.259 eV. The multiplicity is 1. The calculation puts the total energy at -772.4341 Eh. Its LUMO energy (spin up / spin down) is -8.662 / -12.146 eV.

```
5
F3OS, DFT the ωB97M-V functional and the def2-TZVPD basis
O -0.77 -0.11 0.29
F 1.14 1.24 -0.19
F 1.55 -1.07 -0.40
F -2.67 -0.04 -0.21
S 0.75 -0.01 0.51
```



C6H14N2O2 | the ωB97M-V functional and the def2-TZVPD basis

Its gap between HOMO and LUMO is 9.467 eV. As for the structure (SMILES): CNC(C)=O.CNC(C)=O. The multiplicity is 1. The calculation puts the total energy at -497.0232 Eh. Its LUMO energy is 0.567 eV.

```
24
C6H14N2O2, DFT the ωB97M-V functional and the def2-TZVPD basis
C 1.80 -1.56 -0.83
N 2.21 -0.26 -1.34
C 1.43 0.86 -1.35
C 2.09 1.93 -2.29
O 0.29 0.92 -0.95
H 0.78 -1.73 -1.18
H 2.50 -2.27 -1.26
H 1.82 -1.59 0.26
H 3.15 -0.16 -1.65
H 3.02 2.26 -1.83
H 2.16 1.36 -3.21
H 1.46 2.79 -2.54
C -2.02 1.57 2.00
N -1.87 0.36 1.25
C -2.00 -0.87 1.85
C -1.67 -2.03 0.96
O -2.48 -0.93 2.98
H -1.43 2.42 1.63
H -3.01 2.05 1.85
H -1.92 1.43 3.07
H -1.60 0.49 0.29
H -1.38 -2.84 1.63
H -2.49 -2.44 0.38
H -0.84 -1.78 0.30
```



C33H29GeN5O2SV | the ωB97M-V functional and the def2-TZVPD basis

The charge is +2. Its gap between HOMO and LUMO (spin up / spin down) is 6.676 / 5.736 eV. The multiplicity is 4. The calculation puts the total energy at -5117.7801 Eh. Its LUMO energy (spin up / spin down) is -6.519 / -7.475 eV.

```
72
C33H29GeN5O2SV, DFT the ωB97M-V functional and the def2-TZVPD basis
V 0.55 -0.45 -0.01
N 5.80 1.78 4.06
C 4.60 1.27 3.72
C 4.49 0.26 2.74
C 3.27 -0.26 2.40
C 2.11 0.21 3.02
C 2.20 1.21 4.00
C 3.42 1.73 4.34
S 0.55 -0.42 2.65
O -0.21 -0.72 3.81
O 0.76 -1.55 1.66
N -0.23 0.57 1.62
C 0.20 1.79 1.14
N 0.45 1.66 -0.19
C 0.78 2.76 -0.87
C 0.86 3.98 -0.23
C 0.65 3.98 1.15
N 0.33 2.89 1.85
H 6.65 1.38 3.70
H 5.88 2.42 4.82
H 5.39 -0.13 2.27
H 3.21 -1.07 1.68
H 1.30 1.56 4.51
H 3.48 2.49 5.11
H 0.96 2.65 -1.94
H 1.10 4.89 -0.76
H 0.75 4.90 1.72
C 4.09 -2.12 -2.66
C 2.95 -2.84 -2.32
C 1.88 -2.13 -1.81
N 1.89 -0.80 -1.61
C 3.01 -0.13 -1.92
C 4.11 -0.75 -2.47
H 4.95 -2.63 -3.07
H 2.89 -3.91 -2.45
H 0.95 -2.65 -1.55
H 3.00 0.94 -1.73
H 4.98 -0.16 -2.72
C -2.88 -4.60 1.43
C -2.58 -3.46 2.18
C -2.29 -2.28 1.53
C -2.31 -2.21 0.13
C -2.59 -3.37 -0.61
C -2.88 -4.56 0.05
Ge -2.12 -0.57 -0.81
C -2.06 -0.67 -2.74
C -1.33 -1.62 -3.44
C -1.44 -1.74 -4.81
C -2.31 -0.91 -5.51
C -3.06 0.03 -4.83
C -2.94 0.16 -3.45
C -2.87 1.05 -0.12
C -3.66 1.03 1.04
C -4.20 2.20 1.54
C -3.95 3.41 0.90
C -3.16 3.45 -0.24
C -2.62 2.28 -0.75
H -3.10 -5.53 1.94
H -2.57 -3.51 3.26
H -2.05 -1.40 2.12
H -2.62 -3.34 -1.69
H -3.12 -5.44 -0.53
H -0.67 -2.31 -2.92
H -0.87 -2.49 -5.34
H -2.41 -1.01 -6.58
H -3.76 0.67 -5.36
H -3.55 0.89 -2.94
H -3.87 0.09 1.54
H -4.82 2.17 2.42
H -4.37 4.32 1.30
H -2.97 4.39 -0.74
H -2.00 2.32 -1.64
```



C25H22AuO7P4S2 | the ωB97M-V functional and the def2-TZVPD basis

The charge is -1. Its gap between HOMO and LUMO (spin up / spin down) is 7.083 / 6.936 eV. The multiplicity is 3. The calculation puts the total energy at -3790.4302 Eh. Its LUMO energy (spin up / spin down) is 2.241 / 1.051 eV.

```
61
C25H22AuO7P4S2, DFT the ωB97M-V functional and the def2-TZVPD basis
Au -2.85 -0.59 -0.45
S -2.93 1.52 1.30
P -1.01 1.15 0.91
C -1.09 0.42 -0.68
P -0.11 0.32 -2.15
S -1.19 0.41 -3.78
C 1.10 1.67 -2.12
C 0.59 2.97 -2.10
C 1.44 4.06 -2.17
C 2.82 3.86 -2.27
C 3.33 2.58 -2.30
C 2.47 1.48 -2.23
C 0.81 -1.22 -1.89
C 1.70 -1.34 -0.83
C 2.28 -2.56 -0.54
C 1.95 -3.68 -1.30
C 1.05 -3.57 -2.35
C 0.49 -2.34 -2.65
C -0.28 -0.05 2.05
C -0.31 -1.41 1.75
C 0.15 -2.33 2.68
C 0.65 -1.90 3.90
C 0.68 -0.55 4.20
C 0.21 0.38 3.29
C 0.03 2.63 1.07
C -0.55 3.89 1.12
C 0.25 5.02 1.21
C 1.63 4.89 1.25
C 2.22 3.63 1.20
C 1.42 2.50 1.11
H -0.48 3.12 -2.05
H 1.04 5.06 -2.14
H 3.48 4.72 -2.32
H 4.39 2.42 -2.39
H 2.88 0.48 -2.28
H 1.93 -0.48 -0.20
H 2.97 -2.65 0.29
H 2.38 -4.64 -1.06
H 0.75 -4.45 -2.91
H -0.25 -2.24 -3.44
H -0.70 -1.77 0.81
H 0.10 -3.38 2.43
H 1.01 -2.63 4.62
H 1.06 -0.21 5.16
H 0.22 1.43 3.53
H -1.63 3.97 1.09
H -0.21 6.00 1.26
H 2.25 5.78 1.32
H 3.29 3.53 1.21
H 1.88 1.52 1.07
O -6.48 -3.21 -0.04
P -4.94 -2.91 0.28
O -4.57 -3.44 1.63
O -4.74 -1.45 -0.03
O -4.16 -3.79 -0.83
P -2.54 -3.77 -1.02
O -2.03 -3.83 0.50
O -2.12 -4.92 -1.83
O -2.17 -2.39 -1.57
H -6.78 -3.93 0.52
H -2.78 -3.78 1.15
```



C4H6N4O | the ωB97M-V functional and the def2-TZVPD basis

Its gap between HOMO and LUMO is 8.872 eV. The multiplicity is 1. The calculation puts the total energy at -450.1449 Eh. Its LUMO energy is 0.393 eV.

```
15
C4H6N4O, DFT the ωB97M-V functional and the def2-TZVPD basis
C -1.11 0.18 -0.13
C -0.67 1.48 -0.03
C 0.89 1.71 -0.04
C 1.16 -0.54 -0.03
H -3.05 -0.93 0.56
H -3.31 0.59 -0.21
H -1.16 2.32 0.03
H 3.17 -1.36 -0.54
H 2.38 -2.03 0.70
H -0.58 -1.95 -0.11
N -2.45 -0.23 -0.11
N 1.64 0.52 0.03
N 1.95 -1.73 -0.14
N -0.17 -0.80 0.06
O 1.32 2.76 -0.03
```



C4H6F6O3P2 | the ωB97M-V functional and the def2-TZVPD basis

Its gap between HOMO and LUMO (spin up / spin down) is 7.287 / 9.514 eV. The multiplicity is 1. The calculation puts the total energy at -1663.5715 Eh. Its LUMO energy (spin up / spin down) is -2.301 / -0.283 eV.

```
21
C4H6F6O3P2, DFT the ωB97M-V functional and the def2-TZVPD basis
C -0.76 1.46 0.25
C -0.24 -2.32 0.19
C 4.13 2.03 0.04
C 3.57 -1.93 -0.21
O 1.93 0.50 1.55
O 0.28 0.83 -0.48
O 0.29 -1.26 0.94
F 4.12 2.31 1.35
F 3.16 2.63 -0.58
F 5.28 2.24 -0.57
F 2.78 -2.42 0.78
F 4.62 -1.32 0.36
F 4.15 -3.02 -0.79
P 2.61 -0.70 -1.25
P 1.23 -0.14 0.46
H -1.09 2.45 0.02
H -0.56 1.39 1.29
H -1.56 0.81 0.22
H 0.29 -3.26 0.30
H -0.36 -1.89 -0.80
H -1.08 -2.57 0.70
```



C19H41Cl18N2O4P | the ωB97M-V functional and the def2-TZVPD basis

Its gap between HOMO and LUMO is 9.398 eV. As for the structure (SMILES): N=P(O)(O)NC(=O)O.ClCCCl.ClCCCl.ClCCCl.ClCCCl.ClCCCl.ClCCCl.ClCCCl.ClCCCl.ClCCCl. The multiplicity is 1. The calculation puts the total energy at -9783.9571 Eh. Its LUMO energy is 0.051 eV.

```
85
C19H41Cl18N2O4P, DFT the ωB97M-V functional and the def2-TZVPD basis
N -2.63 -0.18 2.24
P -2.49 0.97 1.24
O -3.01 2.38 1.79
O -3.32 0.77 -0.11
N -0.91 1.23 0.73
C 0.01 0.16 1.07
O 0.39 -0.57 0.19
O 0.40 -0.01 2.33
H -3.23 -0.90 1.86
H -2.51 2.53 2.60
H -4.17 1.23 -0.01
H -0.56 2.14 0.95
H 0.73 0.83 2.72
Cl 1.63 2.70 2.23
C 3.12 2.25 3.13
C 4.31 3.03 2.67
Cl 4.80 2.58 1.01
H 3.27 1.18 3.01
H 2.92 2.45 4.18
H 5.16 2.83 3.32
H 4.12 4.10 2.68
Cl -3.63 -3.07 2.18
C -3.74 -4.16 3.58
C -3.94 -3.41 4.87
Cl -2.52 -2.43 5.33
H -2.83 -4.76 3.60
H -4.58 -4.83 3.42
H -4.12 -4.12 5.68
H -4.79 -2.74 4.81
Cl 5.69 3.55 -4.80
C 5.45 3.75 -3.04
C 4.00 3.74 -2.66
Cl 3.13 5.18 -3.25
H 5.93 4.68 -2.75
H 5.97 2.93 -2.55
H 3.90 3.73 -1.57
H 3.49 2.86 -3.05
Cl -6.55 1.50 0.47
C -6.64 0.32 -0.88
C -8.07 -0.01 -1.25
Cl -8.89 -0.94 0.03
H -6.09 -0.57 -0.58
H -6.14 0.77 -1.73
H -8.08 -0.62 -2.15
H -8.64 0.89 -1.43
Cl -0.30 -5.41 0.30
C -0.44 -3.98 -0.76
C -1.73 -3.94 -1.53
Cl -1.83 -5.22 -2.77
H 0.42 -3.98 -1.43
H -0.38 -3.10 -0.12
H -1.81 -2.99 -2.05
H -2.59 -4.05 -0.87
Cl 4.43 6.42 4.07
C 4.54 7.86 3.03
C 3.33 8.01 2.15
Cl 3.25 6.73 0.91
H 5.46 7.78 2.45
H 4.63 8.72 3.69
H 3.37 8.96 1.63
H 2.41 7.97 2.73
Cl 3.70 -1.15 4.13
C 3.69 -2.43 2.88
C 2.32 -3.03 2.69
Cl 1.79 -3.99 4.10
H 4.41 -3.19 3.17
H 4.01 -1.97 1.96
H 2.33 -3.70 1.84
H 1.57 -2.26 2.52
Cl 0.44 -7.29 -8.39
C -0.01 -6.99 -6.69
C -0.20 -5.53 -6.40
Cl 1.33 -4.62 -6.47
H 0.77 -7.43 -6.06
H -0.94 -7.53 -6.51
H -0.60 -5.41 -5.39
H -0.89 -5.07 -7.10
Cl -0.66 -1.06 -3.34
C -0.97 0.60 -2.77
C 0.09 1.56 -3.23
Cl 1.65 1.24 -2.44
H -1.03 0.57 -1.69
H -1.94 0.89 -3.17
H -0.20 2.58 -2.97
H 0.24 1.52 -4.31
```